1.
DFT (ωB97M-V/def2-TZVPD) results for a single C7H6N4S molecule.

Calculated values
**SMILES**: N#C[C@]1(c2nccs2)N=CCN1
**Gap between HOMO and LUMO**: 0.37914 Eh

Geometry as ORCA input:
```
! RIJCOSX wB97M-V def2-TZVPD def2/J DEFGRID3
* xyz 0 1
S 1.43 -1.51 1.24
N -0.84 -1.42 0.04
N -1.13 1.38 -0.25
N 1.31 1.29 0.05
N 0.28 1.76 2.93
C 0.02 1.40 1.88
C 0.01 -0.68 0.62
C 1.08 1.84 -1.06
C -0.05 0.81 0.55
C -0.47 1.73 -1.46
C -0.52 -2.72 0.16
C 0.54 -3.01 0.86
H -0.92 2.66 -1.72
H -1.22 -3.51 -0.27
H -0.35 0.94 -2.31
H 0.87 -3.96 0.88
H 1.78 2.35 -1.75
H -1.83 0.65 -0.40
*
```

Atom charges from the natural (NBO) analysis, given in e for atoms 1 to 8: atom 1 (S): 0.412, atom 2 (N): -0.456, atom 3 (N): -0.598, atom 4 (N): -0.370, atom 5 (N): -0.287, atom 6 (C): 0.279, atom 7 (C): 0.080, atom 8 (C): 0.136

2.
DFT (ωB97M-V/def2-TZVPD) results for 10 unconnected molecules or ions with the total composition C12H44N6O10.

Calculated values
**SMILES**: NC(N)=O.NC(N)=O.NC(N)=O.CCO.CCO.CO.CO.CO.CO.CO
**Gap between HOMO and LUMO**: 0.34255 Eh

Geometry as ORCA input:
```
! RIJCOSX wB97M-V def2-TZVPD def2/J DEFGRID3
* xyz 0 1
O -4.04 -2.60 0.47
O 2.61 -4.00 -0.38
O 4.48 0.42 3.22
O -2.16 -0.09 -3.61
O -0.92 -0.93 1.71
O -0.27 2.03 -2.46
O 2.09 3.29 -1.64
O -0.41 3.94 0.65
O -3.11 1.81 -0.09
O 1.26 -1.38 -2.86
N -1.79 -3.29 0.12
N -0.35 1.37 1.80
N -0.80 0.46 -0.20
N -3.64 -1.01 -1.88
N -1.55 -1.58 -1.92
N -3.39 -4.52 -0.54
C -1.26 3.00 -2.42
C -3.06 -3.47 0.08
C -3.91 1.25 0.92
C 2.88 -3.54 0.91
C -0.70 0.30 1.12
C 2.92 0.00 1.53
C 2.23 2.56 -0.46
C -2.45 -0.79 -2.41
C 0.22 4.69 1.66
C 1.75 -1.13 -1.55
C 3.51 1.07 2.43
C 1.58 -3.51 1.66
H 2.48 -0.71 2.19
H 2.93 1.76 -0.50
H -1.44 -2.45 0.69
H -3.67 -1.34 -0.92
H 1.27 2.19 -0.13
H 3.55 -4.29 1.34
H -0.70 4.43 -0.11
H -0.58 -1.67 -2.26
H -1.73 -2.32 -1.28
H 1.77 -3.24 2.72
H -0.49 5.23 2.28
H -0.33 1.51 -3.30
H 2.77 -1.38 -1.36
H 1.17 -1.72 -0.82
H 3.96 1.87 1.80
H -1.17 3.42 -1.47
H 1.59 -0.62 -3.37
H 1.67 -0.06 -1.34
H -2.30 1.30 -0.07
H 0.99 -2.69 1.18
H 4.90 1.13 3.73
H 3.61 -0.47 0.80
H 1.37 2.92 -2.16
H -0.35 2.31 1.39
H 3.38 -2.58 1.03
H -2.68 -5.11 -1.00
H 2.69 1.29 3.14
H -1.08 -0.34 -0.79
H -4.00 0.14 0.78
H 0.70 3.91 2.20
H -4.50 -0.45 -2.08
H -0.60 1.31 -0.74
H -2.26 2.59 -2.64
H -4.80 1.78 0.89
H -4.37 -4.67 -0.70
H 0.91 5.31 1.13
H 2.70 3.19 0.35
H -1.04 -3.97 0.00
H 2.05 0.41 1.03
H -0.99 3.77 -3.04
H -0.20 1.24 2.78
H -3.41 1.48 1.92
H 1.02 -4.45 1.63
H 3.46 -4.29 -0.76
*
```

Atom charges from the Löwdin analysis, given in e for atoms 1 to 8: atom 1 (O): -0.110, atom 2 (O): -0.085, atom 3 (O): -0.080, atom 4 (O): -0.150, atom 5 (O): -0.122, atom 6 (O): -0.157, atom 7 (O): -0.095, atom 8 (O): -0.159

3.
DFT (ωB97M-V/def2-TZVPD) results for a single C11H15NO molecule.

Calculated values
**SMILES**: C=C=C(C)NC(=O)CC1=C(C)[C@H]1C
**Gap between HOMO and LUMO**: 0.34691 Eh

Geometry as ORCA input:
```
! RIJCOSX wB97M-V def2-TZVPD def2/J DEFGRID3
* xyz 0 1
O 1.67 1.96 2.39
N 0.64 2.64 0.72
C 2.74 -2.13 -0.24
C -2.58 2.11 0.14
C 0.11 0.28 1.59
C 0.85 1.64 1.59
C -1.44 2.68 -0.20
C 0.01 -2.00 0.08
C 1.46 -1.51 0.00
C 0.49 3.57 -1.63
C 0.64 -0.70 0.62
C -0.12 2.82 -0.40
C -0.10 -3.21 1.03
H 3.06 -2.25 -1.25
H -0.43 -2.04 -0.92
H 3.62 -1.60 0.30
H 0.60 3.05 -2.54
H 0.39 -2.88 1.99
H 1.44 3.72 -1.28
H -0.92 0.27 1.60
H 2.48 -3.16 0.18
H 1.19 3.50 1.13
H -3.34 2.68 0.61
H -0.22 4.46 -1.85
H 0.35 -4.14 0.75
H -1.19 -3.59 1.45
H -2.63 1.02 -0.08
H 0.43 -0.14 2.54
*
```

Atom charges from the natural (NBO) analysis, given in e for atoms 1 to 8: atom 1 (O): -0.613, atom 2 (N): -0.623, atom 3 (C): -0.660, atom 4 (C): -0.492, atom 5 (C): -0.531, atom 6 (C): 0.705, atom 7 (C): 0.068, atom 8 (C): -0.278

4.
DFT (ωB97M-V/def2-TZVPD) results for a gas-phase ion, C6H9N2S (charge +1).

Calculated values
**SMILES**: C/C(N)=[NH+]/c1ccsc1
**Gap between HOMO and LUMO**: 0.29393 Eh

Geometry as ORCA input:
```
! RIJCOSX wB97M-V def2-TZVPD def2/J DEFGRID3
* xyz 1 1
S 3.40 0.71 0.02
N -0.29 -0.52 -0.41
N -1.13 1.62 0.17
C 1.03 -0.23 -0.14
C -2.91 -0.17 -0.11
C 1.74 0.93 -0.33
C -1.56 0.45 -0.09
C 3.22 -1.02 0.33
C 1.88 -1.34 0.20
H -2.83 -0.86 0.71
H -0.41 -1.47 -0.51
H -3.23 -0.96 -0.84
H 4.00 -1.63 0.41
H 1.31 1.91 -0.51
H 1.59 -2.32 0.48
H -0.20 2.02 0.35
H -3.80 0.62 -0.14
H -1.82 2.27 0.40
*
```

Atom charges from the natural (NBO) analysis, given in e for atoms 1 to 8: atom 1 (S): 0.487, atom 2 (N): -0.555, atom 3 (N): -0.682, atom 4 (C): 0.060, atom 5 (C): -0.746, atom 6 (C): -0.465, atom 7 (C): 0.616, atom 8 (C): -0.312

5.
DFT (ωB97M-V/def2-TZVPD) results for 6 unconnected molecules or ions with the total composition C30H30N6.

Calculated values
**SMILES**: c1ccncc1.c1ccncc1.c1ccncc1.c1ccncc1.c1ccncc1.c1ccncc1
**Gap between HOMO and LUMO**: 0.37035 Eh

Geometry as ORCA input:
```
! RIJCOSX wB97M-V def2-TZVPD def2/J DEFGRID3
* xyz 0 1
N 0.85 -0.30 0.01
N 4.21 -2.83 -2.13
N -3.16 -1.83 -0.85
N -2.21 6.22 -3.44
N -3.24 1.05 4.40
N 4.63 -3.06 2.59
C 4.48 -0.41 3.28
C -5.56 -2.05 -1.00
C 1.01 1.81 -1.15
C 3.94 -2.15 1.88
C 3.30 -2.12 -2.84
C -1.19 0.84 -0.68
C -1.28 6.00 -2.46
C 5.26 -2.57 3.70
C -0.50 -0.23 -0.12
C -2.44 -0.42 6.18
C -1.78 -1.17 5.20
C 0.06 7.81 -3.44
C -0.03 6.74 -2.48
C 5.15 -1.31 4.13
C -4.27 -3.86 -0.08
C 1.59 0.66 -0.58
C 3.60 -4.82 -3.40
C 2.43 -2.70 -3.74
C -3.13 0.70 5.74
C 2.56 -4.08 -4.02
C -0.36 1.85 -1.23
C 4.33 -4.14 -2.39
C -3.11 -3.08 -0.39
C -2.01 7.23 -4.34
C -2.75 0.10 3.48
C -1.94 -0.96 3.84
C -5.46 -3.33 -0.41
C -4.38 -1.34 -1.14
C -1.01 8.10 -4.25
C 3.81 -0.84 2.13
H 1.65 2.61 -1.49
H -1.42 5.27 -1.68
H 2.66 0.70 -0.45
H 5.79 -3.27 4.33
H 1.87 -4.63 -4.64
H 1.57 -2.20 -4.16
H 3.84 -5.87 -3.51
H -2.85 7.45 -4.99
H 4.28 0.57 3.68
H -1.00 8.97 -4.89
H -2.94 0.34 2.44
H -6.53 -1.70 -1.33
H 3.42 -2.45 0.97
H 4.96 -4.74 -1.75
H 0.70 6.49 -1.72
H -4.17 -4.82 0.40
H -4.41 -0.33 -1.50
H -0.93 2.66 -1.65
H -1.50 -1.62 3.11
H 5.56 -0.91 5.05
H -3.57 1.35 6.49
H -2.25 0.89 -0.86
H 3.02 -1.19 -2.37
H -2.20 -3.63 -0.19
H -2.23 -0.60 7.22
H 3.10 -0.28 1.54
H 0.98 8.37 -3.53
H -6.37 -3.88 -0.25
H -1.19 -0.99 0.23
H -1.22 -2.05 5.50
*
```

Atom charges from the natural (NBO) analysis, given in e for atoms 1 to 8: atom 1 (N): -0.437, atom 2 (N): -0.419, atom 3 (N): -0.442, atom 4 (N): -0.420, atom 5 (N): -0.415, atom 6 (N): -0.411, atom 7 (C): -0.145, atom 8 (C): -0.250

6.
DFT (ωB97M-V/def2-TZVPD) results for a single C6H3FN2S molecule.

Calculated values
**SMILES**: N#CC1=C=NCC=C(F)S1
**Gap between HOMO and LUMO**: 0.31615 Eh

Geometry as ORCA input:
```
! RIJCOSX wB97M-V def2-TZVPD def2/J DEFGRID3
* xyz 0 1
S -1.65 1.13 0.55
F 0.33 2.74 0.96
N 0.14 -1.02 -1.65
N -2.79 -1.91 1.94
C 1.16 0.91 -0.12
C -2.23 -1.37 1.10
C -1.40 -0.66 0.25
C 0.10 1.48 0.32
C -0.84 -0.95 -0.94
C 1.29 -0.39 -0.84
H 2.19 -0.42 -1.63
H 1.54 -1.02 0.07
H 2.18 1.48 -0.02
*
```

Atom charges from the natural (NBO) analysis, given in e for atoms 1 to 8: atom 1 (S): 0.374, atom 2 (F): -0.360, atom 3 (N): -0.366, atom 4 (N): -0.265, atom 5 (C): -0.336, atom 6 (C): 0.233, atom 7 (C): -0.462, atom 8 (C): 0.230

7.
DFT (ωB97M-V/def2-TZVPD) results for 2 unconnected molecules or ions with the total composition C4H9NO.

Calculated values
**SMILES**: C1CN2C[C@@H]12.O
**Gap between HOMO and LUMO**: 0.38511 Eh

Geometry as ORCA input:
```
! RIJCOSX wB97M-V def2-TZVPD def2/J DEFGRID3
* xyz 0 1
O -0.62 2.57 0.41
N -0.45 -1.32 -0.64
C -0.31 -1.60 0.79
C 0.74 0.46 0.02
C -0.80 -0.29 0.34
C 0.72 -0.55 -1.10
H -0.98 -2.39 1.13
H -0.82 1.64 0.58
H -1.89 -0.10 0.46
H 1.63 -1.11 -1.30
H -0.71 2.62 -0.55
H 0.66 -1.59 1.27
H 0.40 -0.02 -2.01
H 1.29 0.27 0.94
H 1.14 1.43 -0.32
*
```

Atom charges from the natural (NBO) analysis, given in e for atoms 1 to 8: atom 1 (O): -0.937, atom 2 (N): -0.387, atom 3 (C): -0.283, atom 4 (C): -0.406, atom 5 (C): -0.163, atom 6 (C): -0.241, atom 7 (H): 0.219, atom 8 (H): 0.477

8.
DFT (ωB97M-V/def2-TZVPD) results for a molecular structure, FH3N2O.

Calculated values
**Gap between HOMO and LUMO (spin up / spin down)**: 0.26608 / 0.27107 Eh

Geometry as ORCA input:
```
! RIJCOSX wB97M-V def2-TZVPD def2/J DEFGRID3
* xyz 0 3
F 0.48 -1.23 -1.92
O 0.42 -1.36 -0.53
N -0.03 0.95 0.45
N -0.67 -0.13 0.03
H -1.03 -0.73 0.82
H 0.42 0.91 1.37
H 0.42 1.59 -0.23
*
```

From a natural (NBO) analysis of the wavefunction, the atomic charges in e read: atom 1 (F): -0.190, atom 2 (O): 0.069, atom 3 (N): -0.597, atom 4 (N): -0.353, atom 5 (H): 0.336, atom 6 (H): 0.352, atom 7 (H): 0.383

Energy relative to the best compared isomer or geometry (same formula, charge and spin) values, unit kcal/mol, following the record order: 59.6, 141.1, 138.5, 35.3, 73.7, 97.0, 106.7, 81.8.